The following is a quantum chemistry calculation of a structure of composition C2H4NO2 at a distorted geometry, from OMol25.

Highest occupied orbital energy (eV): -16.34
ΔE to the lowest compared entry with this formula, charge and spin (kJ/mol): 466.17
Orbital gap (eV): 10.314

Geometry as ORCA input:
```
! wB97M-V def2-TZVPD RIJCOSX def2/J DEFGRID3
* xyz 1 1
C -0.99924 -0.86757 1.62721
C 1.13669 0.41804 -0.95255
N -0.57178 -1.66342 2.39013
O -0.04907 -2.43330 3.06321
O 0.69017 -0.50261 -0.24199
H -1.91052 -0.44347 1.52500
H -0.23776 -0.44170 0.65997
H 1.99277 0.17516 -1.65191
H 1.05734 1.44289 -0.80176
*
```